A structure of composition C14H14BHfNO2 at a distorted geometry, computed with the ωB97M-V functional and the def2-TZVPD basis.

The geometry in XYZ format:
```
33
Properties=species:S:1:pos:R:3:lowdin_charge:R:1
C -0.048 -1.332 -3.421 -0.244
C -1.438 -1.435 -2.851 -0.176
C -1.351 -2.132 -1.551 -0.114
C 0.058 -2.431 -1.266 -0.136
C 0.880 -1.995 -2.434 -0.223
Hf 0.390 0.322 -1.689 1.237
C -1.572 1.939 -2.645 -0.125
C -0.646 2.516 -3.480 -0.132
C 0.388 2.932 -4.411 0.020
N 2.272 -0.151 -1.172 -0.367
H -2.179 -2.384 -0.920 0.085
H -2.339 -1.227 -3.390 0.072
H 0.430 -2.870 -0.360 0.091
H 1.931 -2.104 -2.544 0.061
H 0.207 -0.981 -4.401 0.078
H -2.375 1.310 -2.992 0.055
H 2.872 1.038 -2.212 0.078
H -1.887 2.371 -1.643 0.099
H 0.176 3.656 -5.249 0.065
H 1.522 2.735 -4.207 0.075
O 0.548 -1.038 1.865 0.051
B 0.070 0.034 1.014 -0.365
O -0.315 1.104 1.922 0.027
C 0.000 0.746 3.230 -0.223
C -0.220 1.317 4.391 -0.076
C -0.099 0.659 5.605 -0.057
C 0.475 -0.716 5.567 -0.063
C 0.817 -1.243 4.337 -0.060
C 0.560 -0.613 3.173 -0.204
H -0.651 2.419 4.390 0.159
H -0.365 1.079 6.549 0.080
H 0.599 -1.229 6.501 0.084
H 1.289 -2.299 4.292 0.148
```

Properties
**Energy above the lowest of the compared OMol25 structures with the same formula, charge and spin**: 196.5 kcal/mol
**E_LUMO**: -0.04478 Eh
**E_HOMO**: -7.465 eV
**Strongest force on any atom**: 6.428 eV Å⁻¹
**Kohn-Sham gap**: 6.25 eV
**E_tot**: -819.6820 hartree
**Molar mass**: 417.57 g/mol
**Multiplicity**: 1